Record 1
Below is a cluster of 2 separate species, C5H14N2O in total, with properties calculated with wB97M-V/def2-TZVPD.

Values from the calculation:
HOMO: -0.33383 Eh
lowest unoccupied orbital energy: 0.7 eV
gap between HOMO and LUMO: 9.74 eV

CARTESIAN COORDINATES (ANGSTROEM)
O 0.21803 -1.97105 -3.17609
N 1.53004 2.10974 0.57124
N -1.57664 -0.06291 1.89160
C 0.63349 -0.27425 0.68922
C 1.26254 2.18225 -0.64931
C -0.88599 -0.03673 0.62275
C 1.37697 0.90262 1.38451
C -1.43699 -1.27437 -0.22836
H 0.59503 1.24324 2.06903
H -0.60904 -1.73602 -0.74118
H -1.30320 0.61875 2.58620
H -1.91236 -1.92764 0.50118
H -2.17216 -0.86895 -0.91320
H -1.12866 0.83773 0.01028
H 2.33869 0.67535 1.82738
H 0.35603 -1.35147 -3.89667
H 0.92599 -1.22607 1.13104
H -2.56064 -0.06746 1.71583
H 1.02873 -0.39305 -0.33116
H 1.42229 3.15017 -1.13181
H 1.01491 1.44333 -1.42893
H 0.88292 -1.97323 -2.50356

Atom charges from the natural (NBO) analysis, given in e for atoms 1 to 4: atom 1 (O): -0.955, atom 2 (N): -0.383, atom 3 (N): -0.857, atom 4 (C): -0.430


Record 2
Below is a cluster of 2 separate species, C5H14N2O in total, with properties calculated with wB97M-V/def2-TZVPD.

Values from the calculation:
HOMO: -0.32385 Eh
lowest unoccupied orbital energy: 0.8 eV
gap between HOMO and LUMO: 9.57 eV

CARTESIAN COORDINATES (ANGSTROEM)
O 0.34962 0.61185 1.99388
N -1.75004 1.05754 1.33877
N 2.67608 -0.70201 -0.36557
C 1.76795 0.29579 -0.89571
C -1.24900 -1.19071 2.02929
C -0.77677 0.22869 1.78463
C -0.48267 0.85259 -1.91423
C 0.41590 -0.25184 -1.37400
H -1.82104 -1.56902 1.18755
H -1.88974 -1.19840 2.91236
H 1.60794 1.04337 -0.11132
H 2.33155 -1.03210 0.52815
H 2.73234 -1.49483 -0.99567
H 0.58543 -0.99624 -2.15918
H -0.64919 1.60997 -1.15163
H -0.38958 -1.83221 2.21483
H -1.44688 0.44923 -2.22707
H -0.01876 1.33210 -2.77343
H -1.52268 2.02208 1.16162
H -0.07526 -0.75116 -0.53895
H -2.66512 0.72898 1.09467
H 2.26995 0.78634 -1.73900

Atom charges from the natural (NBO) analysis, given in e for atoms 1 to 4: atom 1 (O): -0.619, atom 2 (N): -0.829, atom 3 (N): -0.828, atom 4 (C): -0.219


Record 3
Below is a cluster of 2 separate species, C5H14N2O in total, with properties calculated with wB97M-V/def2-TZVPD.

Values from the calculation:
HOMO: -0.32052 Eh
lowest unoccupied orbital energy: 0.8 eV
gap between HOMO and LUMO: 9.53 eV

CARTESIAN COORDINATES (ANGSTROEM)
O 0.28380 -1.93104 -2.30302
N -0.41102 2.25013 0.76355
N -2.27631 0.30881 -0.99533
C 0.53757 0.07481 1.47998
C -0.31044 0.85782 0.45204
C 1.38840 -1.02776 0.87317
C -1.70086 0.25417 0.33630
C 2.47710 -0.80163 0.17089
H -2.85332 -0.48944 -1.19145
H -1.66838 0.43674 -1.78565
H 0.46870 -1.56574 -3.17621
H -1.73379 -0.74499 0.76421
H 0.24280 2.89934 0.35850
H -0.08416 -0.28121 2.30254
H 1.26277 0.76191 1.93609
H 0.15509 0.67926 -0.51519
H -2.36919 0.78197 1.00868
H 3.00499 -1.65152 -0.25345
H 0.99969 -2.03671 0.93583
H 0.88195 -1.42957 -1.72816
H -1.35708 2.58702 0.69606
H 3.06169 0.06763 -0.12939

Atom charges from the natural (NBO) analysis, given in e for atoms 1 to 4: atom 1 (O): -0.944, atom 2 (N): -0.853, atom 3 (N): -0.855, atom 4 (C): -0.453


Record 4
Below is a cluster of 2 separate species, C5H14N2O in total, with properties calculated with wB97M-V/def2-TZVPD.

Values from the calculation:
HOMO: -0.33522 Eh
lowest unoccupied orbital energy: 1.0 eV
gap between HOMO and LUMO: 10.14 eV

CARTESIAN COORDINATES (ANGSTROEM)
O -2.05932 -1.22644 0.16057
N 0.17310 -1.19307 1.15590
N 0.47432 -2.48740 1.68373
C -1.57133 1.30726 0.40653
C -1.21681 0.16273 -0.51363
C 1.05664 0.76383 -1.48649
C -0.73275 -1.25348 0.02801
C 1.82670 1.28643 -0.29063
H -0.96590 1.32529 1.31895
H -0.07497 1.05249 -1.43905
H 1.30991 1.30585 -2.40017
H -0.27079 -0.68117 1.91361
H -1.68396 0.14998 -1.49601
H -2.62528 1.17916 0.69703
H 1.59821 2.33222 -0.09652
H -0.36325 -3.07242 1.69873
H 1.61211 0.68344 0.58556
H 1.16186 -2.91970 1.07478
H -0.30631 -1.87533 -0.77434
H 2.89720 1.19864 -0.48005
H 1.23186 -0.29671 -1.64296
H -1.47126 2.25841 -0.10355

Atom charges from the natural (NBO) analysis, given in e for atoms 1 to 4: atom 1 (O): -0.594, atom 2 (N): -0.496, atom 3 (N): -0.658, atom 4 (C): -0.670


Record 5
Below is a structure of composition C5H14N2O, with properties calculated with wB97M-V/def2-TZVPD.

Values from the calculation:
HOMO (alpha / beta): -0.27158 / -0.27160 Eh
lowest unoccupied orbital energy (alpha / beta): 0.8 / 0.8 eV
gap between HOMO and LUMO (alpha / beta): 8.16 / 8.16 eV

CARTESIAN COORDINATES (ANGSTROEM)
O -1.74280 1.27925 1.73793
N 2.70140 0.12270 0.12425
N 0.44632 0.19639 0.87590
C -2.13862 -0.89294 0.76331
C 0.70344 1.16504 -1.43033
C 0.61503 -1.33842 -1.00291
C -1.48957 0.45380 0.66235
C 0.76861 0.04425 -0.41825
H -3.20951 -0.79473 0.99039
H -1.74283 1.00531 -0.24008
H -1.68472 -1.48214 1.56623
H -1.44934 0.81245 2.53469
H 1.48031 -1.54528 -1.63916
H 0.57666 -2.09820 -0.22089
H -0.26803 -1.42095 -1.64212
H 1.58773 1.10735 -2.06965
H 0.68696 2.14502 -0.94841
H 2.92844 1.02521 0.54479
H 2.79492 -0.55952 0.87773
H 0.70635 1.13496 1.17687
H -2.08617 -1.43719 -0.17995
H -0.18460 1.07762 -2.06270

Atom charges from the natural (NBO) analysis, given in e for atoms 1 to 4: atom 1 (O): -0.704, atom 2 (N): -0.980, atom 3 (N): -0.668, atom 4 (C): -0.684


Record 6
Below is a cluster of 3 separate species, C5H14N2O in total, with properties calculated with wB97M-V/def2-TZVPD.

Values from the calculation:
HOMO (alpha / beta): -0.23900 / -0.23907 Eh
lowest unoccupied orbital energy (alpha / beta): 0.7 / 0.7 eV
gap between HOMO and LUMO (alpha / beta): 7.17 / 7.17 eV

CARTESIAN COORDINATES (ANGSTROEM)
O -0.16580 -0.37360 1.80555
N 1.55280 1.06301 0.27288
N -0.07954 -0.36795 -0.56334
C 0.90948 2.32079 0.54972
C -2.59417 -1.71095 -0.08948
C 0.43738 -0.63016 0.62829
C -1.18099 -2.07977 -0.41971
C 2.33642 1.11749 -0.93841
H 0.22242 2.66302 -0.24613
H 2.73108 0.12827 -1.18415
H 3.20181 1.79017 -0.81443
H -0.74479 -2.81538 0.25204
H -2.96894 -0.91531 -0.74068
H 0.34764 2.27937 1.49174
H -0.88097 0.26019 1.65548
H 1.64858 3.12869 0.68798
H -3.27220 -2.56536 -0.22488
H 1.77345 1.48225 -1.81418
H -0.78576 0.36370 -0.52554
H 1.18213 -1.41227 0.71923
H -2.69061 -1.38826 0.95156
H -0.97941 -2.33795 -1.45353

Atom charges from the natural (NBO) analysis, given in e for atoms 1 to 4: atom 1 (O): -0.669, atom 2 (N): -0.581, atom 3 (N): -0.587, atom 4 (C): -0.437


Short version: energy relative to the best compared isomer or geometry (same formula, charge and spin) = 284.1 63.3 244.8 498.3 469.0 618.2 kJ/mol, in the order given.
Short version: F_max = 2.6 0.6 2.2 5.2 5.9 5.2 eV/Å, in the order given.